This record from the Open Molecules 2025 dataset describes a molecular structure, C49H55BrMoN3P3Si2 at a distorted geometry. The level of theory is ωB97M-V with the def2-TZVPD basis set.

Properties
DFT total energy, eV: -171661.2152
HOMO, eV: -18.50
Charge: +4
Molecular weight, g mol⁻¹: 1010.94

Positions of all 114 atoms, in Å:
H: -0.11645 -2.33641 2.73820
H: -0.48029 3.66111 -4.43088
C: 5.86091 -0.52282 1.48115
H: -2.86251 4.51136 4.42626
H: 5.78114 -3.90383 1.35401
C: 5.49917 -2.87712 1.15988
C: 1.53707 3.23494 2.94258
H: 2.26775 -2.09871 -3.24880
C: -4.76141 0.97699 0.09548
C: -5.81374 1.44114 0.86109
H: -6.62460 1.98002 0.38909
H: -3.34660 5.22930 2.10879
N: -1.53299 -1.57829 0.45176
C: -3.46496 -1.10169 -1.73871
H: 1.38513 -6.52901 -0.73691
C: -5.43002 -2.29651 -2.43666
N: 0.83760 0.97708 0.75472
H: -1.41804 -5.19677 0.25714
N: 0.77409 -2.74406 -0.23646
H: 2.93268 3.61148 0.33497
H: 3.99630 -3.42953 -0.23568
H: -6.68608 1.51851 2.81851
H: 1.36102 1.07458 -2.71914
C: -5.19507 -1.89016 -3.74585
C: -4.10502 -1.08287 -4.05122
C: -1.65372 2.84257 3.83365
H: -3.82404 -3.84286 2.91779
H: 3.97866 -2.12917 -2.82044
H: 2.10602 2.81459 -4.33077
H: 0.19371 -5.17830 -2.48546
H: -0.39702 -4.08556 2.87978
C: 2.96768 -2.23844 -2.42692
H: -1.41469 -2.96384 3.73948
H: -6.28912 -2.91170 -2.20445
H: -4.17439 -2.14472 2.64484
C: -2.19712 -4.45096 0.10143
H: -4.83286 0.30076 3.90228
H: -4.76151 1.12670 -0.97811
C: 1.64458 -4.82492 0.55908
H: -2.90353 -0.46946 2.55469
C: -0.88332 -3.11153 2.79651
H: -4.62730 -3.35596 1.44561
Si: -2.14350 -3.05909 1.38268
Br: -0.47287 -2.29505 -2.63927
H: 0.86811 6.37619 -1.40143
H: 0.58093 4.63342 0.31601
C: 5.13135 1.69811 -3.29229
C: 3.27351 2.60313 0.57464
H: 3.34716 2.05597 -0.36234
H: 2.43687 3.74467 3.30225
C: -3.72568 0.05776 2.08685
C: 2.83357 2.23575 -3.77708
H: -3.94071 -0.76537 -5.07226
H: 4.55540 0.78451 0.41013
C: 4.18981 2.45323 -3.98023
C: -5.84386 1.18299 2.22697
P: 2.79638 -0.89593 -1.19604
H: 5.46403 0.10615 -1.89995
H: -3.14824 -4.97260 0.22530
P: -0.45278 1.87996 0.09723
H: 1.78041 -2.93826 1.56914
H: 4.27974 2.71843 0.98761
C: 4.80509 -0.24294 0.63077
Mo: 0.33530 -0.66534 -0.05438
H: 3.62681 0.39333 3.22366
C: 0.36329 -3.38629 -1.34196
H: -4.77829 -2.15778 -0.39629
H: 0.33266 5.90110 -3.76106
C: -3.85439 -3.05848 2.15408
C: 4.72563 0.71380 -2.40486
C: -4.57554 -1.89362 -1.42645
C: -1.09921 0.48658 -0.82240
H: -1.45917 2.52643 4.85043
H: 2.15524 -5.36552 1.34444
C: 1.42008 -3.47214 0.69893
H: 7.01664 -2.06375 2.43538
C: 4.46492 -2.60476 0.27938
H: -5.87399 -2.19735 -4.53033
H: -2.38381 -0.05239 -3.28241
C: 4.09823 -1.28018 0.01522
H: 4.51875 3.20471 -4.68559
C: 2.41712 1.26585 -2.88063
C: 3.36092 0.50660 -2.19184
C: 1.20948 -5.47019 -0.59319
C: 6.19919 -1.84026 1.76281
H: -0.47418 1.28146 2.95017
C: -3.23328 -0.68828 -3.05102
C: -1.10641 2.14495 2.77507
P: -2.51949 -0.51291 -0.34911
H: 0.93020 3.97922 2.42669
H: 6.18821 1.86589 -3.45167
H: -2.16295 -4.10337 -0.93124
C: -2.71901 4.36740 2.29268
C: 0.38157 4.40867 -0.72419
C: 2.58658 0.33720 2.89967
C: -1.33475 2.58868 1.47048
C: -0.22724 3.86252 -3.39847
H: 2.85769 -3.23527 -2.00639
H: 2.46029 -0.61461 2.37629
H: -2.33274 4.02789 0.20783
C: 0.55564 -4.72908 -1.57047
C: -0.36992 2.87188 -2.44450
H: 1.98296 0.31460 3.81029
Si: 2.12695 1.83490 1.84912
H: -0.74806 1.89347 -2.72111
C: -0.05642 3.13644 -1.10550
C: -3.71980 0.27147 0.71128
C: 0.52938 5.38931 -1.68785
C: -4.80198 0.49738 2.83820
C: -2.44955 3.95723 3.59305
H: 6.43972 0.28303 1.91393
C: 0.22724 5.12067 -3.01878
C: -2.15798 3.69116 1.22282
H: 0.98562 2.90082 3.81878